*one*
C5H7ClS2 in the gas phase, computed with ωB97M-V with the def2-TZVPD basis set.

Each line ends with the natural charge from an NBO analysis.
Geometry (Å):
C1 -3.5783 -0.5261 0.0077  -0.35
C2 -2.3923 -0.0503 0.4518  -0.38
S1 -0.9728 -0.7901 -0.2001  0.41
C3 0.2634 0.4049 -0.2816  -0.28
S2 0.0500 2.0640 -0.1815  -0.05
C4 1.6065 -0.1622 -0.6486  -0.51
C5 2.5969 0.1614 0.4880  -0.33
Cl1 4.2778 -0.3569 0.0091  -0.09
H1 -4.5167 -0.1249 0.2770  0.21
H2 -3.6478 -1.3733 -0.6556  0.20
H3 -2.1804 0.7102 1.1486  0.24
H4 1.9349 0.3646 -1.5368  0.25
H5 1.5899 -1.2536 -0.8620  0.23
H6 2.3537 -0.3217 1.4146  0.22
H7 2.6155 1.2540 0.5693  0.23

Calculated values
LUMO level: -0.60 eV
SMILES string: C=CSC(=S)CCCl
HOMO energy: -8.8678 eV

***

*two*
C5H7ClS2 in the gas phase, computed with ωB97M-V with the def2-TZVPD basis set.

Each line ends with the natural charge from an NBO analysis.
Geometry (Å):
C1 -1.9172 0.7108 -0.7818  -0.63
C2 -1.3858 -0.6603 -0.4851  -0.41
C3 -1.0904 -0.8143 1.0568  -0.22
C4 -0.7331 -0.0222 2.0337  -0.23
Cl1 -0.7785 1.6586 1.8218  -0.01
S1 -0.0042 -1.3388 -1.3202  0.37
C5 1.2382 -0.2336 -0.7101  -0.46
S2 2.8426 -0.0031 -1.1134  0.03
H1 -2.6630 0.7245 0.1596  0.23
H2 -1.2532 1.5693 -0.8706  0.25
H3 -2.5518 0.3999 -1.6889  0.22
H4 -2.1794 -1.4707 -0.7215  0.25
H5 -0.7006 -1.8198 1.2918  0.22
H6 -0.3816 -0.2667 2.9689  0.22
H7 0.8790 0.2540 0.1466  0.18

Calculated values
LUMO level: -0.42 eV
SMILES string: C[C@H](/C=C\Cl)SC=S
HOMO energy: -8.7247 eV

***

*three*
C5H7ClS2 as an isolated structure, computed with ωB97M-V with the def2-TZVPD basis set.

Each line ends with the natural charge from an NBO analysis.
Geometry (Å):
C1 -0.0772 -2.3325 0.0767  -0.73
C2 0.5564 -0.8568 0.5168  -0.15
C3 -0.1743 0.3725 0.3716  -0.30
C4 -1.0681 0.4900 -0.7362  -0.40
C5 1.3250 2.3985 0.3351  -0.47
H1 0.2994 -2.9819 1.2455  0.27
H2 0.4328 -2.7112 -1.3877  0.25
H3 -1.7955 -2.1617 0.1174  0.26
H4 1.4023 -0.8956 1.3651  0.22
H5 -0.5242 -0.1175 -1.5907  0.25
H6 -1.2923 1.5607 -1.0144  0.25
H7 1.5833 1.7816 -0.4800  0.19
S1 0.0248 1.7675 1.3599  0.40
S2 2.0261 3.8988 0.0876  0.02
Cl1 -2.7186 -0.2125 -0.2667  -0.06

Calculated values
LUMO level: -0.88 eV
HOMO energy: -8.8357 eV

***

Relative stability in hartree, measured from the most stable structure: *one* 0.0000; *two* 0.0577; *three* 0.2807

***

*one*
A 2-piece molecular cluster, C4O2 overall, computed with ωB97M-V with the def2-TZVPD basis set.

Each line ends with the natural charge from an NBO analysis.
Geometry (Å):
C1 -0.4203 1.9432 -0.0807  0.25
C2 -1.0000 0.8535 -0.0160  -0.72
C3 2.6358 -0.0463 0.2419  0.52
C4 -1.4643 -0.3613 0.0155  0.85
O1 2.0573 -0.9133 -0.2037  -0.52
O2 -1.8084 -1.4758 0.0431  -0.38

Calculated values
LUMO level: -0.95 eV
HOMO energy: -11.3546 eV

***

*two*
C4O2 as an isolated structure, computed with ωB97M-V with the def2-TZVPD basis set.

Each line ends with the natural charge from an NBO analysis.
Geometry (Å):
C1 0.4461 -0.5138 -0.2848  -0.12
C2 -0.3040 0.4478 0.1557  -0.21
C3 1.0717 -1.5446 -0.7010  0.64
C4 -0.8624 1.3414 0.7671  0.47
O1 1.7014 -2.4015 -1.1397  -0.35
O2 -2.0529 2.6706 1.2028  -0.44

Calculated values
LUMO level (alpha / beta): -3.94 / -3.91 eV
HOMO energy (alpha / beta): -10.1448 / -10.1732 eV

***

Relative stability in hartree, measured from the most stable structure: *one* 0.0000; *two* 0.2103

***

*one*
C3H5NS3 in the gas phase, computed with ωB97M-V with the def2-TZVPD basis set.

Each line ends with the natural charge from an NBO analysis.
Geometry (Å):
S1 -0.1287 -1.4088 -2.6230  0.00
C1 0.2932 -2.1018 -1.2141  -0.52
S2 0.0324 -1.5795 0.4034  0.38
C2 -0.8967 -0.0340 0.1843  -0.64
C3 -0.0360 1.1405 -0.1959  0.08
N1 0.6952 1.8481 0.5729  -0.52
S3 0.7375 1.4277 2.2419  0.14
H1 0.8368 -3.0863 -1.1958  0.23
H2 -1.6455 -0.2463 -0.5857  0.26
H3 -1.4036 0.1394 1.1361  0.25
H4 -0.0137 1.4363 -1.2796  0.21
H5 1.5290 2.4648 2.5555  0.13

Calculated values
LUMO level: -0.34 eV
SMILES string: S=CSC/C=N\S
HOMO energy: -8.9857 eV

***

*two*
A 2-piece molecular cluster, C3H5NS3 overall, computed with ωB97M-V with the def2-TZVPD basis set.

Each line ends with the natural charge from an NBO analysis.
Geometry (Å):
C1 -0.4418 -1.1961 0.0412  0.07
C2 -0.0318 -0.0404 0.9395  -0.69
C3 1.7487 1.0205 -0.3674  -0.55
H1 -3.0314 0.2846 -1.9910  0.14
H2 0.2301 -2.0217 -0.4636  0.24
H3 0.9945 -0.3829 1.4680  0.28
H4 -0.7797 -0.0401 1.8149  0.26
H5 2.4798 1.8597 -0.6094  0.24
N1 -1.5654 -0.9606 -0.4652  -0.61
S1 -2.4534 0.3816 -0.1079  0.22
S2 0.1847 1.4740 -0.0301  0.46
S3 2.6659 -0.3785 -0.2289  -0.06

Calculated values
LUMO level: -1.12 eV
HOMO energy: -8.6651 eV

***

Relative stability in hartree, measured from the most stable structure: *one* 0.0000; *two* 0.1482

***

*one*
C2H5N2P in the gas phase, computed with ωB97M-V with the def2-TZVPD basis set.

Each line ends with the natural charge from an NBO analysis.
Geometry (Å):
C1 0.8028 -1.8554 0.4946  -0.10
C2 -0.4486 0.3744 -0.2022  -0.93
N1 1.0716 -1.5498 -0.6379  -0.01
N2 1.3916 -0.8793 -1.5595  -0.52
P1 0.4369 0.5705 -1.8355  0.70
H1 0.0142 -2.4091 0.9322  0.21
H2 -0.9840 1.1670 0.0793  0.23
H3 0.3007 0.3966 0.6327  0.24
H4 -1.0737 -0.4315 -0.2206  0.22
H5 1.4749 1.6145 -1.4931  -0.05

Calculated values
LUMO level: 0.93 eV
HOMO energy: -8.3448 eV

***

*two*
C2H5N2P in the gas phase, computed with ωB97M-V with the def2-TZVPD basis set.

Each line ends with the natural charge from an NBO analysis.
Geometry (Å):
C1 -0.2659 -1.2695 0.0463  -0.37
C2 0.3164 0.3262 0.3653  -0.28
N1 0.6800 -2.0947 -0.1869  -0.28
N2 1.5388 0.7328 -0.2436  -0.88
P1 2.9596 0.0112 0.1376  0.50
H1 -1.0261 -1.4949 0.8260  0.20
H2 -0.9230 -0.9949 -0.8646  0.29
H3 -0.7159 0.7873 0.0188  0.20
H4 0.5666 0.3228 1.4180  0.21
H5 1.4126 1.1838 -1.1542  0.40

Calculated values
LUMO level (alpha / beta): -0.97 / -2.66 eV
HOMO energy (alpha / beta): -7.5684 / -6.5487 eV

***

Relative stability in hartree, measured from the most stable structure: *one* 0.0000; *two* 0.1190